Record 1
C16H39N3OP | the ωB97M-V functional and the def2-TZVPD basis

Values from the calculation:
- net charge = +1
- E_tot (a.u.) = -1213.5734
- Kohn-Sham gap (eV) = 6.76

XYZ file:
```
60
C16H39N3OP the ωB97M-V functional and the def2-TZVPD basis
C 2.799 0.222 -2.377
C 1.768 -0.367 -2.562
P 0.362 -1.316 -2.827
C 0.764 -3.002 -2.405
O -0.003 -1.346 -4.351
C -1.015 -0.656 -1.826
N -2.182 -0.475 -2.694
H 3.779 0.522 -2.073
H 1.624 -2.975 -1.741
H 1.021 -3.518 -3.326
H -0.071 -3.490 -1.914
H -0.206 -0.482 -4.743
H -0.692 0.290 -1.401
H -1.181 -1.354 -1.005
H -2.796 -1.271 -2.596
H -2.677 0.341 -2.350
C 4.396 0.171 2.235
C 4.674 -1.258 2.674
N 3.633 -2.192 2.281
C 3.740 -3.490 2.931
C 4.966 -4.356 2.619
C 3.316 -2.213 0.871
C 4.439 -2.535 -0.128
H 3.421 0.505 2.591
H 5.155 0.836 2.646
H 4.425 0.283 1.149
H 4.734 -1.277 3.764
H 5.669 -1.554 2.305
H 2.834 -4.059 2.705
H 3.710 -3.311 4.009
H 4.910 -4.809 1.630
H 5.027 -5.171 3.341
H 5.896 -3.791 2.688
H 2.900 -1.234 0.607
H 2.492 -2.920 0.726
H 5.362 -2.002 0.100
H 4.129 -2.233 -1.134
H 4.662 -3.600 -0.170
C -2.351 3.396 -1.476
C -3.709 3.876 -0.995
N -4.606 2.779 -0.678
C -5.989 3.197 -0.503
C -6.319 4.130 0.667
C -4.107 1.821 0.292
C -3.698 2.336 1.678
H -2.475 2.715 -2.324
H -1.740 4.237 -1.803
H -1.797 2.881 -0.688
H -4.169 4.461 -1.794
H -3.561 4.567 -0.151
H -6.608 2.299 -0.429
H -6.296 3.688 -1.431
H -6.310 3.609 1.624
H -7.322 4.537 0.535
H -5.632 4.974 0.728
H -3.238 1.314 -0.147
H -4.861 1.038 0.405
H -3.103 3.248 1.617
H -3.091 1.585 2.187
H -4.560 2.534 2.311
```

---

Record 2
C16H39N4O4S | the ωB97M-V functional and the def2-TZVPD basis

Values from the calculation:
- net charge = +1
- E_tot (a.u.) = -1550.9766
- Kohn-Sham gap (eV) = 8.80

XYZ file:
```
64
C16H39N4O4S the ωB97M-V functional and the def2-TZVPD basis
C 5.120 -0.725 -0.158
C 4.186 -1.881 -0.566
C 4.655 -3.192 0.061
C 3.647 -4.317 -0.029
S 2.175 -4.062 1.005
C 0.867 -3.520 -0.124
C -0.186 -2.756 0.678
O -1.424 -3.298 0.291
C -0.092 -1.241 0.375
N -0.601 -0.958 -0.960
H 5.709 -0.967 0.720
H 4.560 0.175 0.070
H 5.795 -0.466 -0.963
H 3.173 -1.630 -0.262
H 4.259 -1.965 -1.643
H 5.529 -3.518 -0.496
H 4.986 -3.027 1.082
H 3.308 -4.517 -1.039
H 4.083 -5.234 0.351
H 2.412 -2.938 1.714
H 1.340 -2.939 -0.907
H 0.423 -4.404 -0.567
H -0.017 -2.922 1.748
H -2.109 -2.682 0.607
H -0.695 -0.713 1.104
H 0.955 -0.940 0.455
H 0.099 -1.078 -1.675
H -0.999 -0.031 -0.981
C -1.971 -2.045 4.828
C -1.678 -0.805 4.018
O -0.537 -0.497 3.688
N -2.727 -0.031 3.656
C -4.137 -0.227 3.949
H -1.035 -2.554 5.038
H -2.445 -1.784 5.774
H -2.625 -2.722 4.276
H -2.466 0.782 3.117
H -4.700 -0.308 3.018
H -4.520 0.625 4.511
H -4.291 -1.127 4.532
C -4.211 3.788 -0.800
C -3.544 2.442 -0.668
O -3.380 1.895 0.416
N -3.115 1.837 -1.804
C -3.190 2.300 -3.183
H -4.491 4.134 0.190
H -3.532 4.514 -1.247
H -5.109 3.714 -1.414
H -2.693 0.940 -1.624
H -3.760 1.584 -3.776
H -2.182 2.368 -3.594
H -3.667 3.272 -3.248
C 2.308 3.305 -3.512
C 0.809 3.485 -3.469
O 0.114 3.361 -4.464
N 0.247 3.791 -2.269
C 0.901 3.971 -0.984
H 2.598 3.066 -4.530
H 2.815 4.222 -3.208
H 2.618 2.490 -2.855
H -0.753 3.901 -2.314
H 0.508 3.253 -0.261
H 0.712 4.976 -0.607
H 1.972 3.828 -1.072
```

---

Record 3
C16H40AlI2N4O4 | the ωB97M-V functional and the def2-TZVPD basis

Values from the calculation:
- net charge = -1
- E_tot (a.u.) = -1991.3597
- Kohn-Sham gap (eV) = 7.21

XYZ file:
```
67
C16H40AlI2N4O4 the ωB97M-V functional and the def2-TZVPD basis
C -3.775 -2.084 -0.717
C -4.360 -0.747 0.044
I -4.356 1.001 -1.343
C -5.847 -0.943 0.704
I -6.171 0.561 2.259
Al -7.409 -0.884 -0.625
O -8.523 -2.372 -0.246
C -7.717 -3.626 -0.374
N -7.044 -4.717 -0.535
H -3.616 -1.853 -1.873
H -2.676 -2.289 -0.299
H -4.381 -3.066 -0.518
H -3.612 -0.459 0.928
H -5.867 -1.994 1.220
H -6.992 -0.768 -2.148
H -8.279 0.418 -0.251
C -0.876 1.017 3.952
C -1.269 1.379 2.522
C -0.425 2.526 1.920
O -0.774 3.829 2.397
C -0.213 4.161 3.658
N -2.706 1.693 2.488
H -1.244 1.737 4.687
H -1.296 0.041 4.226
H 0.213 0.950 4.055
H -1.098 0.488 1.906
H -0.612 2.550 0.839
H 0.649 2.343 2.043
H 0.783 3.730 3.795
H -0.882 3.841 4.458
H -0.131 5.250 3.715
H -2.987 1.834 1.516
H -2.825 2.619 2.909
C 1.631 0.148 -3.220
C 0.121 0.220 -3.004
C -0.282 0.880 -1.666
O -0.110 0.043 -0.519
C 1.219 -0.007 -0.024
N -0.443 -1.133 -3.128
H 2.105 -0.643 -2.633
H 1.854 -0.062 -4.273
H 2.110 1.099 -2.962
H -0.290 0.838 -3.811
H -1.356 1.101 -1.709
H 0.225 1.842 -1.522
H 1.741 0.948 -0.140
H 1.771 -0.808 -0.518
H 1.174 -0.250 1.041
H -1.461 -1.068 -3.086
H -0.200 -1.643 -2.274
C 7.172 -1.247 -0.182
C 5.777 -0.866 0.307
C 4.638 -1.552 -0.481
O 4.391 -0.990 -1.773
C 5.278 -1.438 -2.786
N 5.646 0.599 0.278
H 7.448 -0.743 -1.111
H 7.926 -0.968 0.566
H 7.251 -2.328 -0.343
H 5.699 -1.197 1.350
H 3.707 -1.412 0.082
H 4.792 -2.636 -0.553
H 5.576 -2.482 -2.644
H 6.156 -0.791 -2.825
H 4.765 -1.352 -3.747
H 4.752 0.855 0.701
H 5.535 0.875 -0.702
```

---

Record 4
C16H40ClFN4O3P | the ωB97M-V functional and the def2-TZVPD basis

Values from the calculation:
- net charge = -1
- E_tot (a.u.) = -1979.6297
- Kohn-Sham gap (eV) = 5.48

XYZ file:
```
66
C16H40ClFN4O3P the ωB97M-V functional and the def2-TZVPD basis
C -3.965 -5.870 -2.092
C -3.037 -5.489 -3.389
C -1.713 -4.557 -3.019
F -0.923 -4.479 -4.304
P -2.150 -2.845 -2.295
C -0.295 -2.276 -2.241
N 0.178 -1.987 -0.800
C -2.399 -2.041 -4.019
C -3.492 -0.829 -3.863
C -3.570 0.172 -5.197
Cl -3.493 -0.773 -6.809
H -4.148 -7.050 -2.054
H -5.041 -5.385 -2.274
H -3.503 -5.585 -1.051
H -3.655 -5.043 -4.308
H -2.583 -6.510 -3.808
H -1.041 -5.142 -2.227
H -1.972 -3.433 -0.962
H -3.573 -3.110 -2.274
H -2.454 -1.592 -1.594
H 0.448 -3.085 -2.652
H -0.217 -1.232 -2.808
H 0.228 -2.894 -0.273
H -0.510 -1.324 -0.380
H -2.911 -2.878 -4.698
H -1.407 -1.736 -4.564
H -3.302 -0.110 -2.951
H -4.557 -1.309 -3.754
H -4.614 0.735 -5.089
H -2.732 1.010 -5.107
C 2.620 2.480 2.331
C 2.410 1.080 1.823
O 3.100 0.137 2.201
N 1.416 0.872 0.912
C 0.505 1.839 0.347
H 3.445 2.488 3.049
H 2.876 3.144 1.502
H 1.717 2.832 2.837
H 1.337 -0.095 0.617
H -0.513 1.525 0.587
H 0.636 1.834 -0.738
H 0.676 2.845 0.730
C 6.967 2.918 1.353
C 6.330 4.112 2.010
O 5.208 4.506 1.702
N 7.037 4.764 2.976
C 8.357 4.460 3.476
H 6.284 2.505 0.606
H 7.890 3.217 0.850
H 7.171 2.146 2.100
H 6.543 5.557 3.371
H 8.278 4.273 4.549
H 8.991 5.335 3.310
H 8.799 3.592 2.986
C -1.598 2.136 3.454
C -2.729 1.473 2.716
O -2.701 1.295 1.501
N -3.812 1.065 3.437
C -4.034 1.182 4.859
H -0.809 2.405 2.747
H -1.953 3.048 3.940
H -1.181 1.447 4.193
H -4.531 0.629 2.871
H -4.180 0.177 5.263
H -4.946 1.765 5.012
H -3.203 1.664 5.372
```

---

Record 5
C16H40LiN2O12P | the ωB97M-V functional and the def2-TZVPD basis

Values from the calculation:
- E_tot (a.u.) = -1994.6318
- relative energy (zero: lowest compared OMol25 entry of this formula, charge and spin) (kcal per mole) = 11.00
- Kohn-Sham gap (eV) = 5.12

XYZ file:
```
72
C16H40LiN2O12P the ωB97M-V functional and the def2-TZVPD basis
C -48.666 -18.370 2.336
N -48.463 -16.906 2.132
C -47.067 -16.636 1.505
C -49.459 -16.356 1.319
C -48.475 -16.137 3.510
C -49.646 -16.384 4.439
O -49.439 -15.603 5.693
H -49.397 -18.697 3.025
H -47.888 -18.908 2.786
H -48.649 -18.704 1.283
H -46.363 -16.756 2.249
H -47.041 -15.667 0.977
H -47.007 -17.523 0.754
H -49.362 -15.319 1.160
H -50.489 -16.443 1.860
H -49.493 -16.780 0.209
H -48.484 -14.975 3.199
H -47.483 -16.375 4.070
H -49.747 -17.232 4.962
H -50.558 -16.036 3.685
H -49.312 -14.548 5.558
C -43.377 -13.509 -4.323
N -44.231 -13.147 -5.452
C -44.751 -11.743 -5.279
C -43.312 -13.189 -6.634
C -45.434 -14.049 -5.524
C -45.173 -15.534 -5.582
O -46.480 -16.077 -5.623
H -43.975 -13.883 -3.576
H -42.808 -12.694 -3.829
H -42.825 -14.312 -4.575
H -45.532 -11.778 -4.691
H -45.156 -11.261 -6.179
H -43.971 -11.279 -4.887
H -42.436 -12.632 -6.819
H -44.096 -13.009 -7.554
H -42.824 -14.159 -6.899
H -45.785 -13.794 -6.530
H -46.248 -13.702 -4.957
H -44.901 -15.885 -4.551
H -44.685 -15.807 -6.557
H -46.667 -15.855 -4.688
Li -48.261 -16.868 -2.439
P -47.058 -14.732 -2.250
O -47.994 -15.339 -1.333
O -47.151 -15.857 -3.377
O -45.663 -14.767 -1.669
O -47.453 -13.499 -2.804
C -52.509 -18.723 -3.565
O -52.585 -17.496 -2.971
C -51.570 -16.660 -2.706
O -50.380 -16.957 -2.881
O -52.113 -15.518 -2.180
C -51.178 -14.431 -1.804
H -51.562 -18.807 -3.757
H -53.137 -18.699 -4.271
H -52.560 -19.487 -2.823
H -50.418 -14.818 -1.239
H -51.842 -13.637 -1.467
H -50.683 -14.186 -2.863
C -45.590 -18.256 -1.921
O -46.220 -19.301 -1.258
C -47.477 -19.473 -1.146
O -48.260 -18.688 -1.590
O -47.917 -20.652 -0.664
C -49.349 -21.034 -0.677
H -44.554 -18.288 -1.775
H -45.678 -17.317 -1.389
H -46.028 -17.931 -2.862
H -49.832 -20.769 -1.666
H -49.897 -20.439 0.108
H -49.763 -21.949 -0.514
```

---

Record 6
C16H40O8 | the ωB97M-V functional and the def2-TZVPD basis

Values from the calculation:
- E_tot (a.u.) = -1234.9637
- structure (SMILES) = COCCOC.COCCOC.COCCOC.COCCOC
- relative energy (zero: lowest compared OMol25 entry of this formula, charge and spin) (kcal per mole) = 323.01
- Kohn-Sham gap (eV) = 9.94

XYZ file:
```
64
C16H40O8 the ωB97M-V functional and the def2-TZVPD basis
C 5.673 0.313 -5.909
O 5.367 -0.954 -6.405
C 4.308 -1.554 -5.777
C 4.669 -2.114 -4.401
O 3.593 -2.285 -3.476
C 2.829 -1.133 -3.042
H 6.468 0.789 -6.483
H 6.114 0.192 -4.920
H 4.813 0.969 -5.775
H 3.956 -2.333 -6.454
H 3.535 -0.786 -5.759
H 5.452 -1.596 -3.847
H 5.138 -3.080 -4.588
H 3.481 -0.363 -2.631
H 2.286 -1.485 -2.165
H 2.102 -0.708 -3.735
C -3.212 4.970 4.400
O -2.768 3.894 3.635
C -2.190 4.214 2.342
C -2.003 2.825 1.701
O -1.791 2.941 0.323
C -1.722 1.749 -0.466
H -3.999 5.501 3.865
H -2.350 5.542 4.745
H -3.666 4.638 5.334
H -1.231 4.709 2.495
H -2.837 4.832 1.719
H -2.847 2.147 1.824
H -1.121 2.330 2.108
H -1.730 2.037 -1.518
H -2.544 1.051 -0.307
H -0.754 1.279 -0.293
C -1.427 0.326 -2.035
O 0.038 0.312 -1.984
C 0.643 -0.966 -1.590
C 0.502 -1.282 -0.093
O 0.565 -2.700 0.133
C 0.066 -3.029 1.408
H -1.864 1.314 -2.176
H -1.758 0.299 -0.997
H -1.859 -0.400 -2.724
H 1.647 -0.955 -2.014
H 0.228 -1.819 -2.125
H -0.380 -0.798 0.328
H 1.266 -0.820 0.532
H 0.055 -4.118 1.446
H -0.978 -2.715 1.428
H 0.650 -2.526 2.179
C -2.419 -0.337 1.302
O -3.258 -0.012 2.353
C -3.483 -1.084 3.268
C -2.280 -1.372 4.161
O -1.109 -1.952 3.523
C 0.097 -1.908 4.289
H -2.229 0.614 0.805
H -2.859 -0.947 0.513
H -1.392 -0.525 1.615
H -3.791 -1.977 2.724
H -4.325 -0.833 3.912
H -2.651 -2.003 4.968
H -1.939 -0.508 4.732
H 0.830 -2.441 3.684
H -0.084 -2.413 5.238
H 0.476 -0.955 4.659
```

---

Record 7
C16H40O8 | the ωB97M-V functional and the def2-TZVPD basis

Values from the calculation:
- E_tot (a.u.) = -1235.2718
- structure (SMILES) = COCCOC.COCCOC.COCCOC.COCCOC
- relative energy (zero: lowest compared OMol25 entry of this formula, charge and spin) (kcal per mole) = 129.65
- Kohn-Sham gap (eV) = 10.02

XYZ file:
```
64
C16H40O8 the ωB97M-V functional and the def2-TZVPD basis
C -6.030 7.091 -6.880
O -5.334 6.142 -6.093
C -6.097 5.020 -5.702
C -5.284 4.439 -4.548
O -4.059 3.957 -5.049
C -3.162 3.498 -4.026
H -5.541 8.065 -6.894
H -6.980 7.385 -6.434
H -6.345 6.746 -7.865
H -6.381 4.370 -6.530
H -6.996 5.378 -5.201
H -5.927 3.663 -4.132
H -5.217 5.169 -3.741
H -2.195 3.269 -4.474
H -3.356 2.670 -3.344
H -3.087 4.418 -3.448
C -8.133 -3.849 1.369
O -7.549 -2.664 1.761
C -6.303 -2.209 1.184
C -5.120 -3.100 1.559
O -4.803 -3.053 2.864
C -5.685 -3.305 3.884
H -8.877 -3.918 2.163
H -7.464 -4.707 1.426
H -8.619 -3.685 0.408
H -6.228 -1.208 1.609
H -6.580 -2.148 0.132
H -4.360 -2.721 0.876
H -5.391 -4.094 1.205
H -5.150 -3.600 4.787
H -6.386 -4.105 3.646
H -6.251 -2.414 4.157
C 10.697 -5.514 3.853
O 10.253 -4.493 2.998
C 9.332 -5.005 2.053
C 8.795 -3.829 1.201
O 7.570 -4.108 0.505
C 7.849 -4.883 -0.621
H 11.301 -4.904 4.525
H 11.406 -6.205 3.398
H 9.885 -5.977 4.414
H 8.503 -5.511 2.548
H 9.735 -5.813 1.442
H 9.559 -3.447 0.525
H 8.591 -3.050 1.935
H 8.082 -5.909 -0.335
H 8.734 -4.476 -1.110
H 6.994 -4.944 -1.294
C 2.666 4.307 -0.063
O 2.729 2.914 -0.232
C 3.190 2.234 0.905
C 2.026 1.673 1.774
O 1.167 2.757 2.228
C 1.581 3.253 3.479
H 1.792 4.577 0.529
H 2.672 4.768 -1.051
H 3.454 4.730 0.560
H 3.919 2.761 1.521
H 3.732 1.372 0.518
H 2.247 0.937 2.548
H 1.434 1.121 1.044
H 1.705 2.432 4.186
H 0.778 3.910 3.814
H 2.510 3.820 3.531
```